Entry 1:
11
Properties=species:S:1:pos:R:3:forces:R:3 method="wB97M-V/def2-TZVPD" e_above_lowest_ev=2.816 spin_multiplicity=1 homo_ha=-0.3181 gap_ha=0.319 smiles=CS[C@H]1CS1
C 0.05714 2.00268 0.32142 -0.5202 -2.5905 -0.8930
S -0.69661 0.14118 -0.20584 -0.8896 -0.4583 0.7993
C -0.64938 -1.03655 -1.76278 0.2593 1.0757 2.5497
C 0.48079 -1.93062 -1.86149 1.8437 -0.5453 -0.7259
S -0.99448 -2.73120 -1.21189 0.0173 0.4926 0.6251
H 0.92317 1.45943 0.74786 -0.0996 1.5938 -0.3346
H -0.66415 2.37261 1.09819 0.5837 -0.5331 -1.0780
H 0.11931 2.57881 -0.61117 0.4459 0.0431 0.8071
H -1.34222 -0.72985 -2.46059 -0.7293 0.6754 -1.8872
H 0.82785 -2.39713 -2.80890 -0.2827 0.7728 0.5823
H 1.29130 -1.66924 -1.14853 -0.6285 -0.5263 -0.4449



Entry 2:
11
Properties=species:S:1:pos:R:3:forces:R:3 method="wB97M-V/def2-TZVPD" e_above_lowest_ev=2.474 spin_multiplicity=1 homo_ha=-0.3243 gap_ha=0.306 smiles="CSCC=S"
C -2.16034 -0.09219 -0.11981 0.3441 -0.3938 0.7378
S -0.30453 -0.96862 -0.14750 -2.4356 2.7226 0.0738
C 0.91342 0.43976 -0.10827 -0.6345 1.1166 -1.1406
C 2.06912 -0.26708 0.46791 -0.3588 -0.5612 1.2769
S 3.50144 -0.44389 -0.24359 -0.2242 -0.0132 0.4591
H -2.48835 0.39475 0.95198 1.0822 -1.7594 -2.5931
H -2.63883 -1.11355 -0.39329 0.0603 2.2182 0.6712
H -2.36799 0.73941 -0.90274 0.8149 -1.7936 1.0512
H 1.22394 0.66076 -1.11557 -0.2567 0.1255 -0.6622
H 0.60221 1.48234 0.26627 0.1594 -1.9571 0.3435
H 1.64990 -0.83168 1.34460 1.4488 0.2954 -0.2175



Entry 3:
11
Properties=species:S:1:pos:R:3:forces:R:3 method="wB97M-V/def2-TZVPD" e_above_lowest_ev=2.861 spin_multiplicity=3 homo_ha="-0.1460 / -0.3327" gap_ha="0.164 / 0.212"
C -1.10360 1.33708 -0.48050 -4.1433 5.4392 -2.8031
C -0.33922 0.41244 0.03904 7.7134 -2.4558 1.4228
C -0.61677 -0.84615 0.70142 0.2442 -2.4653 -3.0343
S 2.69651 -0.79203 -0.18610 2.2492 -2.8420 1.7373
S 1.67237 0.83538 0.22190 -5.5175 2.4414 0.6623
H -0.75513 2.39079 -0.87069 -0.9303 -2.5077 0.8838
H -2.20452 1.05023 -0.42221 1.3978 0.9438 -0.3595
H 0.13960 -1.63721 0.43951 -0.0925 0.9118 0.7149
H -0.61431 -0.59840 1.69783 -0.4452 -0.4634 2.7819
H -1.49394 -1.41690 0.30462 0.0031 1.1078 0.6314
H 2.61903 -0.73523 -1.44481 -0.4790 -0.1096 -2.6376



Entry 4:
11
Properties=species:S:1:pos:R:3:forces:R:3 method="wB97M-V/def2-TZVPD" e_above_lowest_ev=2.331 spin_multiplicity=3 homo_ha="-0.1650 / -0.3398" gap_ha="0.192 / 0.234"
C -0.75691 -1.11732 -0.07157 -0.1074 0.1745 -0.6867
C 0.56513 -0.75679 -0.68491 0.2449 1.5932 -2.7341
C -0.21926 0.23816 0.15437 2.0309 -0.3016 1.5959
S 0.29722 0.47195 1.89097 -1.1245 -0.6224 -0.0246
S -0.98440 1.75929 -0.60309 -2.7288 0.6487 -1.4713
H -1.65802 -1.22188 -0.68924 0.5033 0.0252 -0.0400
H -0.70196 -1.74597 0.76659 -0.2568 -0.8285 0.9735
H 1.60552 -0.95667 -0.30437 -1.4972 -0.3701 -0.5802
H 0.43188 -0.48067 -1.85396 0.7527 -0.7970 2.6951
H 1.31485 1.28367 1.79048 0.8242 0.6773 -0.4810
H 0.10597 2.52623 -0.39526 1.3585 -0.1991 0.7533



Entry 5:
12
Properties=species:S:1:pos:R:3:forces:R:3 method="wB97M-V/def2-TZVPD" e_above_lowest_ev=2.487 spin_multiplicity=1 homo_ha=-0.3210 gap_ha=0.302
C 2.32505 0.85052 0.10945 -2.0106 0.7265 0.5555
C -0.04881 -0.18839 -0.09303 -2.0429 -2.4021 -0.4481
C -2.61472 -1.00568 0.00269 1.2389 2.2006 -1.1076
H 1.55973 1.16084 1.01715 2.0981 -0.3805 -2.5129
H 3.37416 0.91569 0.60041 -1.6758 -0.4760 -1.5443
H 2.09502 1.49801 -0.89907 1.0247 -1.3413 2.9026
H -0.33549 0.21229 0.88179 0.6661 0.8728 -0.4437
H -0.51394 0.20560 -1.00421 0.4513 0.8848 0.6257
H -3.48162 -1.62724 -0.10406 -0.0490 -0.7839 0.3703
S 1.52300 -0.89964 -0.34711 2.8541 2.3723 0.8743
S -0.96870 -1.77075 0.02856 -2.8533 0.6916 0.1443
S -2.91366 0.64877 -0.19257 0.2984 -2.3647 0.5839



Entry 6:
13
Properties=species:S:1:pos:R:3:forces:R:3 method="wB97M-V/def2-TZVPD" e_above_lowest_ev=2.128 spin_multiplicity=1 homo_ha=-0.3185 gap_ha=0.270
C -0.95339 0.22159 0.81704 0.6681 -0.5938 -1.2355
C 1.30722 0.42234 -0.40820 0.4196 -2.6961 -1.4183
C 0.28418 -0.49369 0.33616 1.3333 -1.1267 -0.5916
Si -0.96353 -0.27792 -1.97735 -0.7516 -3.9532 -0.3622
S -2.22671 0.43332 -0.49352 -1.2618 0.3500 0.9785
S 0.65591 1.10622 -1.98165 -0.1347 0.3701 -0.8784
S -0.13403 -1.90194 -0.74572 0.0225 0.6769 -0.7727
H -1.27170 -0.15855 1.75303 -1.0221 -0.6438 0.5207
H -0.51207 1.13126 0.99835 0.1821 2.7995 0.7442
H 1.62979 1.25198 0.17120 0.3277 0.6817 0.5754
H 2.17758 -0.23653 -0.78787 -1.1969 1.1154 1.1699
H 0.84284 -0.97291 1.14017 -0.1176 0.3043 0.3801
H -2.06537 -1.85152 -3.04349 1.5313 2.7156 0.8899



Entry 7:
14
Properties=species:S:1:pos:R:3:forces:R:3 method="wB97M-V/def2-TZVPD" e_above_lowest_ev=0.000 spin_multiplicity=1 homo_ha=-0.7920 gap_ha=0.377 total_charge=+2
O 1.08673 -0.23951 1.51880 -1.5688 -0.4212 0.3383
C 1.42871 -0.09751 0.34150 0.8049 1.5070 -0.0448
C 0.40536 0.16340 -0.69452 0.2683 -2.2201 -1.6133
O -0.77923 0.51678 -0.00732 0.1561 -0.0800 1.0431
C -1.79644 1.11244 -0.81670 -1.7472 1.2534 -1.0055
Al -0.86336 -0.33135 1.56891 1.3517 -0.9973 -0.0427
H 2.47724 0.11951 0.08376 0.0307 -0.8710 0.1898
H 0.75533 0.97889 -1.34873 -0.2741 -0.3814 -0.0348
H -2.76804 0.77752 -0.44347 0.1442 0.0467 -0.0620
H -1.70815 2.20142 -0.71462 -0.0343 -0.3159 -0.1408
H -1.69114 0.80794 -1.86558 0.0955 -0.0304 0.3823
O -1.62364 -1.79131 1.56979 0.3795 0.8566 0.3436
H 0.15692 -0.85723 -1.25828 0.9214 2.0759 0.5704
H -2.46346 -1.98449 1.15375 -0.5280 -0.4223 0.0764



Entry 8:
13
Properties=species:S:1:pos:R:3:forces:R:3 method="wB97M-V/def2-TZVPD" e_above_lowest_ev=0.606 spin_multiplicity=1 homo_ha=-0.3598 gap_ha=0.378 smiles=OB1CCCO1
O 0.09879 2.98883 -0.51802 -1.6058 1.8164 -0.6168
B 0.18634 1.66334 -0.42066 -1.8869 -4.3919 0.3558
C -0.89169 0.31131 0.32225 1.4281 1.1146 -2.5122
C 0.17095 -0.80429 0.36496 0.7205 -1.2769 0.0048
C 1.30977 -0.43018 -0.64621 0.1655 -0.4753 -1.5110
O 1.14784 0.91326 -1.05047 -0.7584 1.9729 -0.3506
H -0.80328 3.41532 -0.64085 1.8266 -1.1153 0.6256
H -1.38705 0.54326 1.23867 -0.1093 0.0218 0.7115
H -1.67176 0.00035 -0.42269 0.5456 0.6314 0.5048
H 0.67604 -0.85103 1.34657 -0.3801 0.1591 -0.2258
H -0.14792 -1.88785 0.18194 -0.0416 1.5968 0.0931
H 2.24286 -0.28189 -0.16521 1.0993 -1.2171 0.8299
H 1.52904 -1.08306 -1.61691 -1.0034 1.1636 2.0908